Molecular formula: C13H47FN22O12S
Method: DFT, wB97M-V/def2-TZVPD

Each line ends with the Löwdin charge.
Geometry (Å):
N  -1.8778  -2.8221  -2.0297  0.1217
C  -1.1612  -1.7942  -2.7082  -0.6471
N  -1.0071  -2.0607  -4.1292  0.0886
N  0.2343  -1.7613  -2.1355  0.0760
C  -1.7668  -0.4053  -2.5058  -0.1506
N  -3.2209  -0.4331  -2.2052  -0.1754
C  -4.0137  -1.0987  -3.2599  -0.1494
C  -4.7501  -2.3208  -2.7189  -0.2846
O  -5.2425  -3.0780  -3.4554  0.0866
S  -3.8007  1.0739  -1.8304  0.5900
O  -2.8195  1.9085  -1.2554  -0.2554
O  -4.8881  0.9262  -0.9461  -0.2360
F  -4.2538  1.8499  -3.1520  -0.1615
H  -2.1436  -2.5395  -1.0951  0.0746
H  -1.3258  -3.6755  -2.0068  0.0501
H  -0.7949  -3.0398  -4.2761  0.0821
H  -0.2402  -1.4982  -4.4728  0.0792
H  0.1320  -1.9373  -1.1398  0.0570
H  0.6081  -0.8153  -2.1916  0.0661
H  -1.6202  0.2462  -3.3630  0.1104
H  -1.2690  0.0341  -1.6581  0.0851
H  -3.4114  -1.3871  -4.1150  0.1200
H  -4.7989  -0.4573  -3.6628  0.1187
H  -4.7845  -2.4348  -1.6213  0.1249
N  1.2543  -5.5378  0.3839  0.1591
C  -0.0559  -5.2067  0.2061  -0.6547
N  -0.8005  -5.1191  1.3452  0.1653
O  -0.5214  -5.0052  -0.9039  0.0122
H  1.6668  -5.7124  1.2804  0.0970
H  1.8227  -5.6019  -0.4417  0.0899
H  -1.7695  -4.8770  1.2458  0.1091
H  -0.4266  -5.2822  2.2605  0.0945
N  -1.4093  -0.7519  2.8375  0.1741
C  -1.9025  -0.2012  1.6996  -0.6647
N  -2.6363  0.9300  1.9057  0.1675
O  -1.7061  -0.6572  0.5802  0.0189
H  -1.5910  -0.3544  3.7481  0.0417
H  -0.8430  -1.5748  2.7539  0.1012
H  -3.0224  1.3921  1.0983  0.0788
H  -2.7945  1.3155  2.8184  0.0972
N  -2.5378  1.3043  7.1228  0.1750
C  -1.5279  0.4921  6.7157  -0.6591
N  -0.6430  0.1262  7.6759  0.1798
O  -1.4144  0.1134  5.5498  -0.0202
H  -2.6388  1.6225  8.0675  0.1000
H  -3.2043  1.5967  6.4323  0.1096
H  0.1218  -0.4675  7.4006  0.1149
H  -0.7128  0.4266  8.6291  0.1032
N  3.0670  2.4201  4.9061  0.1593
C  2.1722  1.4515  5.2590  -0.6791
N  0.8686  1.8368  5.2510  0.1724
O  2.5196  0.3139  5.5630  -0.0120
H  2.7954  3.3510  4.6553  0.0902
H  4.0418  2.1778  4.8949  0.0688
H  0.1800  1.1431  5.5032  0.0410
H  0.5620  2.7647  5.0085  0.0447
N  1.4346  -7.3399  -2.3842  0.1480
C  1.6317  -7.5384  -3.7261  -0.6833
N  2.4981  -8.5561  -4.0337  0.1394
O  1.0842  -6.8687  -4.5768  0.0383
H  1.8810  -7.8902  -1.6759  0.0866
H  0.7999  -6.6029  -2.1156  0.0688
H  2.6702  -8.7349  -5.0050  0.0992
H  2.9565  -9.1171  -3.3422  0.0852
N  -0.2208  3.1164  2.1483  0.1845
C  -0.2253  4.1138  3.0686  -0.6718
N  0.2651  5.3125  2.6297  0.1538
O  -0.6350  3.9553  4.2132  -0.0117
H  0.1162  3.2320  1.2109  0.1057
H  -0.5741  2.2198  2.4336  0.0796
H  0.2779  6.0731  3.2829  0.1014
H  0.6048  5.4583  1.6985  0.0939
N  0.3330  4.4855  -3.9268  0.1315
C  -0.6455  3.5584  -3.6497  -0.6807
N  -1.9126  4.0653  -3.6057  0.1695
O  -0.3944  2.3855  -3.4635  0.0453
H  0.1406  5.4574  -4.0814  0.0949
H  1.2820  4.1581  -3.9688  0.1114
H  -2.6621  3.4257  -3.4074  0.0668
H  -2.1224  5.0328  -3.7602  0.0943
N  7.5108  3.6600  5.6245  0.1487
C  6.9647  2.8690  4.6527  -0.6792
N  7.6123  1.6858  4.4404  0.1521
O  5.9732  3.1947  4.0224  0.0145
H  8.3246  3.4039  6.1496  0.0911
H  7.0626  4.5376  5.8096  0.1026
H  7.2402  1.0774  3.7349  0.1064
H  8.4271  1.4048  4.9510  0.0918
N  -0.1157  3.6960  -6.9834  0.1547
C  0.6677  2.8215  -7.6846  -0.6845
N  0.1391  2.3987  -8.8752  0.1434
O  1.7527  2.4483  -7.2811  0.0269
H  -1.0104  4.0129  -7.3042  0.0906
H  0.2382  4.0260  -6.1018  0.0554
H  0.6842  1.7555  -9.4178  0.1007
H  -0.7531  2.6976  -9.2183  0.0874

Properties
gap between HOMO and LUMO = 8.8 eV
calculated total energy = -3129.4804 a.u.
structure (SMILES) = NC(N)(N)CN(CC=O)S(=O)(=O)F.NC(N)=O.NC(N)=O.NC(N)=O.NC(N)=O.NC(N)=O.NC(N)=O.NC(N)=O.NC(N)=O.NC(N)=O

***

Molecular formula: C11H11N
Method: DFT, wB97M-V/def2-TZVPD

Each line ends with the Löwdin charge.
Geometry (Å):
C  -1.5395  2.0899  -0.5147  -0.1222
C  -0.9503  2.1675  0.7148  -0.0816
C  -1.3211  1.1653  1.6613  -0.0550
C  -2.0867  0.0726  1.1681  -0.1273
C  -2.5115  -0.0846  -0.1070  -0.0999
C  -2.1940  0.9718  -0.9614  -0.1031
H  -1.4551  2.9224  -1.1406  0.0909
H  -0.4151  3.0976  0.9651  0.1136
H  -1.1071  1.1373  2.7360  0.1050
H  -2.4573  -0.6626  1.8412  0.0930
H  -3.0157  -0.9839  -0.4164  0.1111
H  -2.5497  0.8420  -1.9328  0.0880
C  0.9100  -0.5238  -0.3747  -0.0529
C  1.3930  -1.1694  0.7968  -0.0753
C  2.6115  -1.7817  0.7417  -0.1791
N  3.4449  -1.8724  -0.3024  0.0529
C  3.0417  -1.2944  -1.3899  -0.1592
C  1.7044  -0.7482  -1.5187  -0.0497
H  -0.0866  0.0188  -0.5135  0.0791
H  0.8591  -1.0466  1.7149  0.0865
H  2.8178  -2.3973  1.6176  0.1031
H  3.6059  -1.4236  -2.2578  0.0788
H  1.3015  -0.4966  -2.5273  0.1032

Properties
gap between HOMO and LUMO = 10.2 eV
calculated total energy = -480.4654 a.u.
ΔE to the lowest compared entry with this formula, charge and spin = 168.8 kJ/mol
structure (SMILES) = c1ccccc1.c1ccncc1

***

Molecular formula: C5H11N
Method: DFT, wB97M-V/def2-TZVPD

Each line ends with the Löwdin charge.
Geometry (Å):
C  2.6739  -1.0368  -0.8199  -0.1740
C  1.4046  -0.7858  -0.1911  -0.2424
C  0.5083  0.2591  -0.2131  -0.1825
C  -0.2906  0.5983  0.9480  -0.2620
C  -1.6837  1.0546  0.5122  -0.2914
N  -2.8608  0.0641  0.3767  -0.0120
H  3.4183  -1.6649  -0.1401  0.1127
H  2.5447  -1.7673  -1.6684  0.0663
H  3.1899  -0.2180  -1.5230  0.1120
H  0.7243  -1.7022  -0.1738  0.1406
H  0.1488  0.4875  -1.2015  0.1120
H  0.2999  1.4823  1.3858  0.1404
H  -0.3583  -0.1387  1.8313  0.1463
H  -1.9163  1.8205  1.3420  0.1140
H  -1.4738  1.6828  -0.4582  0.1169
H  -2.6178  -0.7053  -0.2810  0.0702
H  -3.7115  0.5698  0.2740  0.0330

Properties
gap between HOMO and LUMO = 7.8 eV
calculated total energy = -251.6811 a.u.
ΔE to the lowest compared entry with this formula, charge and spin = 476.4 kJ/mol
structure (SMILES) = C/C=C/CCN

***

Molecular formula: C2H9N2O
Method: DFT, wB97M-V/def2-TZVPD

Each line ends with the Löwdin charge.
Geometry (Å):
C  -1.7332  1.2897  1.4543  -0.4234
O  -0.5488  0.7841  0.9826  -0.4354
H  -2.5748  1.1339  0.7416  0.0334
H  -2.0456  0.8236  2.4151  0.0308
H  -1.7023  2.3837  1.6470  0.0267
N  0.4649  -1.5937  0.0511  -0.0473
C  1.4373  -1.0039  -0.8551  -0.4320
N  0.9130  0.1360  -1.6060  -0.0392
H  -0.0365  -0.8108  0.5918  0.0251
H  -0.2696  -2.0131  -0.5115  0.0337
H  2.3200  -0.7222  -0.2564  0.0851
H  1.7375  -1.7672  -1.5857  0.0789
H  1.6440  0.6128  -2.1173  0.0293
H  0.3942  0.7472  -0.9516  0.0343

Properties
gap between HOMO and LUMO = 7.4 eV
net charge = -1
calculated total energy = -266.3320 a.u.
ΔE to the lowest compared entry with this formula, charge and spin = 32.9 kJ/mol

***

Molecular formula: C3H10NO2
Method: DFT, wB97M-V/def2-TZVPD

Each line ends with the Löwdin charge.
Geometry (Å):
C  -0.8109  0.6820  -0.1949  -0.3308
O  -0.9237  -0.6928  0.1884  -0.3570
C  0.6263  0.9576  -1.0150  -0.4510
C  1.7693  0.8870  -0.0022  -0.1241
N  0.6390  -0.1026  -2.0758  -0.0408
H  -0.7588  1.3246  0.7432  0.0944
H  -1.6267  0.8541  -0.8306  0.0518
H  0.5573  2.0402  -1.5774  0.1456
H  1.9094  -0.0088  0.6400  0.0800
H  2.7064  1.1008  -0.6204  0.0768
H  1.5955  1.6636  0.7198  0.0399
H  0.5060  -0.9087  -1.3803  0.0666
H  -0.3957  -0.1505  -2.1647  0.0391
H  -1.0053  -1.2622  1.4990  -0.0091
H  -1.0110  -0.7884  2.9646  -0.0738
O  -1.1336  -1.5954  2.5379  -0.2076

Properties
gap between HOMO and LUMO = 8.0 eV
net charge = -1
calculated total energy = -325.5050 a.u.
ΔE to the lowest compared entry with this formula, charge and spin = 130.4 kJ/mol

***

Molecular formula: C22H36Br2KN7S
Method: DFT, wB97M-V/def2-TZVPD

Each line ends with the Löwdin charge.
Geometry (Å):
K  0.8202  -0.6254  0.1731  0.6272
C  0.5502  -3.6004  2.3108  -0.1874
C  -0.5737  -3.8296  1.2918  -0.1900
N  -0.3054  -3.2182  -0.0188  -0.1355
C  0.4818  -4.0450  -0.9445  -0.2673
C  1.9600  -4.1922  -0.5934  -0.4273
S  2.8533  -2.6292  -0.2970  0.8363
C  3.3644  -2.7704  1.4463  -0.4378
C  2.4833  -2.0721  2.4901  -0.2764
N  1.0429  -2.2195  2.2595  -0.1678
H  0.1766  -3.8679  3.3026  0.1308
H  1.3755  -4.2785  2.1074  0.0982
H  -0.7590  -4.9075  1.2089  0.1279
H  -1.4920  -3.3812  1.6804  0.1115
H  -1.2062  -3.0879  -0.4656  0.0926
H  0.0715  -5.0602  -1.0252  0.1266
H  0.4029  -3.5872  -1.9329  0.1163
H  2.1028  -4.8226  0.2810  0.0719
H  2.4612  -4.6831  -1.4255  0.0834
H  3.4767  -3.8327  1.6568  0.0796
H  4.3621  -2.3372  1.4967  0.0814
H  2.7884  -2.4630  3.4683  0.1291
H  2.7061  -1.0002  2.4868  0.1076
H  0.5669  -1.6804  2.9756  0.1112
N  -1.4705  2.2234  -0.9342  0.1946
C  -2.9255  2.5385  -0.6898  -0.2547
C  -3.7701  1.8621  -1.7767  -0.0904
C  -3.7648  0.3297  -1.6751  -0.3476
N  -2.4410  -0.2004  -2.0848  0.0464
C  -4.1409  -0.1107  -0.2578  -0.0982
C  -3.4079  0.5772  0.9005  -0.3581
N  -2.0290  0.0809  1.0960  0.0395
C  -3.3810  2.0935  0.6989  -0.0944
H  -1.1105  2.7787  -1.7093  0.1588
H  -1.4201  1.2148  -1.2241  0.0932
H  -0.8291  2.3731  -0.1430  0.0940
H  -3.0314  3.6197  -0.7617  0.1549
H  -3.4441  2.1820  -2.7713  0.1290
H  -4.7989  2.2040  -1.6615  0.1376
H  -4.5339  -0.0574  -2.3473  0.1456
H  -2.3500  -0.1228  -3.0936  0.0981
H  -2.3842  -1.1880  -1.8649  0.0786
H  -4.0457  -1.1985  -0.1665  0.1236
H  -5.2028  0.1111  -0.1340  0.1347
H  -4.0025  0.3792  1.7970  0.1450
H  -2.0747  -0.9195  1.2786  0.0654
H  -1.6818  0.4911  1.9598  0.0759
H  -2.7702  2.5722  1.4711  0.1233
H  -4.3972  2.4680  0.8316  0.1389
Br  3.9723  3.6933  -4.6553  0.8554
C  2.8958  2.7360  -3.4538  -0.6639
C  2.1242  1.6729  -3.8974  -0.0768
C  1.3324  1.0256  -2.9673  -0.1232
N  1.2766  1.3529  -1.6737  0.0141
C  2.0543  2.3591  -1.2505  -0.2235
C  2.8639  3.0880  -2.1138  -0.0439
C  2.0378  2.6575  0.2135  -0.2192
C  3.1851  3.1341  0.8372  -0.0424
C  3.1593  3.3742  2.2018  -0.6633
Br  4.6925  4.0099  3.0771  0.8563
C  1.9934  3.1336  2.9109  -0.0784
C  0.9039  2.6591  2.2048  -0.1190
N  0.9065  2.4135  0.8926  0.0575
H  2.1397  1.3678  -4.9344  0.1168
H  0.7061  0.1948  -3.2788  0.1146
H  3.4480  3.9279  -1.7640  0.1174
H  4.0970  3.2970  0.2808  0.1169
H  1.9407  3.3120  3.9754  0.1172
H  -0.0324  2.4807  2.7241  0.1116

Properties
gap between HOMO and LUMO = 8.5 eV
net charge = +2
calculated total energy = -7388.9562 a.u.